{"formula": "C32H87N5O9", "method": "ωB97M-V/def2-TZVPD", "elements": ["C", "O", "C", "C", "C", "N", "H", "H", "H", "H", "H", "H", "H", "H", "H", "H", "H", "C", "O", "C", "C", "C", "N", "H", "H", "H", "H", "H", "H", "H", "H", "H", "H", "H", "C", "O", "C", "C", "C", "N", "H", "H", "H", "H", "H", "H", "H", "H", "H", "H", "H", "C", "O", "C", "C", "C", "N", "H", "H", "H", "H", "H", "H", "H", "H", "H", "H", "H", "C", "O", "C", "C", "C", "N", "H", "H", "H", "H", "H", "H", "H", "H", "H", "H", "H", "C", "C", "C", "O", "H", "H", "H", "H", "H", "H", "H", "H", "C", "C", "C", "O", "H", "H", "H", "H", "H", "H", "H", "H", "C", "C", "C", "O", "H", "H", "H", "H", "H", "H", "H", "H", "C", "C", "C", "O", "H", "H", "H", "H", "H", "H", "H", "H"], "positions_angstrom": [[11.321, 18.991, 14.630], [10.835, 17.799, 14.041], [10.765, 16.744, 14.963], [9.588, 16.831, 15.997], [9.563, 15.585, 16.882], [8.391, 16.796, 15.167], [11.276, 19.666, 13.795], [12.375, 18.895, 14.904], [10.704, 19.230, 15.495], [10.571, 15.892, 14.327], [11.665, 16.647, 15.576], [9.714, 17.719, 16.634], [10.490, 15.543, 17.459], [9.426, 14.751, 16.187], [8.751, 15.607, 17.599], [7.534, 16.944, 15.684], [8.466, 17.471, 14.416], [15.431, 17.847, 16.104], [15.294, 17.541, 17.485], [15.662, 18.624, 18.328], [17.178, 18.812, 18.399], [17.923, 17.511, 18.728], [17.248, 19.996, 19.200], [14.839, 17.084, 15.613], [16.487, 17.894, 15.798], [15.058, 18.861, 15.884], [15.243, 19.529, 17.909], [15.289, 18.325, 19.293], [17.470, 19.039, 17.368], [17.705, 17.169, 19.731], [18.996, 17.619, 18.621], [17.598, 16.814, 17.950], [18.153, 20.446, 19.118], [17.079, 19.811, 20.181], [11.627, 13.084, 20.445], [12.510, 13.920, 19.756], [12.716, 13.466, 18.437], [13.560, 14.540, 17.766], [13.846, 14.104, 16.384], [14.803, 14.743, 18.485], [11.921, 12.014, 20.427], [10.617, 13.103, 20.036], [11.678, 13.350, 21.496], [13.258, 12.505, 18.466], [11.781, 13.342, 17.872], [12.962, 15.468, 17.731], [14.355, 13.143, 16.449], [14.423, 14.802, 15.774], [12.912, 14.042, 15.824], [14.559, 14.991, 19.438], [15.180, 15.593, 18.075], [9.267, 11.159, 22.471], [8.787, 11.434, 21.155], [8.419, 10.174, 20.545], [7.818, 10.517, 19.152], [8.846, 11.165, 18.299], [6.596, 11.273, 19.400], [10.048, 10.400, 22.390], [8.459, 10.767, 23.099], [9.554, 12.116, 22.886], [9.255, 9.474, 20.435], [7.647, 9.674, 21.135], [7.586, 9.580, 18.640], [9.255, 12.110, 18.668], [8.419, 11.271, 17.298], [9.697, 10.456, 18.261], [6.203, 11.569, 18.512], [6.845, 12.117, 19.906], [14.810, 14.315, 12.354], [14.383, 15.499, 11.674], [12.977, 15.371, 11.446], [12.448, 16.505, 10.528], [13.191, 16.520, 9.202], [12.530, 17.806, 11.129], [14.251, 14.194, 13.288], [15.864, 14.376, 12.599], [14.693, 13.443, 11.706], [12.705, 14.433, 10.933], [12.427, 15.343, 12.391], [11.411, 16.227, 10.335], [12.771, 17.326, 8.596], [13.150, 15.536, 8.728], [14.226, 16.799, 9.386], [12.018, 17.763, 12.028], [13.491, 18.027, 11.360], [13.985, 11.474, 22.772], [13.935, 10.936, 24.189], [14.138, 9.442, 24.207], [14.782, 11.679, 25.103], [13.719, 12.534, 22.682], [13.381, 10.903, 22.076], [14.999, 11.331, 22.379], [12.949, 11.193, 24.575], [15.092, 9.171, 23.736], [13.338, 8.901, 23.705], [14.097, 9.138, 25.257], [15.684, 11.502, 24.810], [12.425, 7.418, 16.432], [13.547, 8.427, 16.339], [13.273, 9.672, 17.179], [14.782, 7.890, 16.735], [11.538, 7.908, 16.019], [12.296, 6.991, 17.424], [12.595, 6.570, 15.761], [13.647, 8.762, 15.308], [13.095, 9.366, 18.205], [12.295, 10.093, 16.964], [14.058, 10.402, 16.986], [14.981, 7.168, 16.126], [17.044, 10.728, 16.900], [16.644, 11.711, 17.985], [17.426, 11.576, 19.299], [16.813, 12.996, 17.385], [16.533, 10.970, 15.969], [16.890, 9.690, 17.199], [18.080, 10.960, 16.650], [15.608, 11.546, 18.309], [18.487, 11.779, 19.181], [17.145, 10.604, 19.723], [17.125, 12.362, 20.003], [16.258, 13.658, 17.807], [10.800, 17.749, 19.492], [11.005, 16.806, 20.663], [12.436, 16.957, 21.202], [9.980, 17.160, 21.582], [11.526, 17.524, 18.705], [10.895, 18.786, 19.815], [9.769, 17.630, 19.170], [10.888, 15.780, 20.311], [13.111, 16.802, 20.339], [12.693, 16.303, 22.026], [12.590, 18.001, 21.509], [10.086, 16.575, 22.341]], "molar_mass_da": 686.07, "lumo_energy_ev": 0.4375, "smiles": "COC[C@H](C)N.COC[C@H](C)N.COC[C@H](C)N.COC[C@H](C)N.COC[C@H](C)N.CC(C)O.CC(C)O.CC(C)O.CC(C)O", "largest_force_ev_per_a": 1.85, "homo_lumo_gap_ev": 9.40, "relative_energy_kj_mol": 0.0}